This record from the OMol25 dataset describes 2 unconnected molecules or ions with the total composition C10H14O. The level of theory is the ωB97M-V functional and the def2-TZVPD basis.

Output
- HOMO energy: -8.2478 eV
- Charge: 0
- DFT total energy: -12639.6204 eV
- Relative energy (zero: lowest compared OMol25 entry of this formula, charge and spin): 492.3 kJ/mol
- SMILES: CC/C=C\OC.C#CC#CC
- LUMO: 0.849 eV
- Kohn-Sham gap: 0.334 Ha

Positions of all 25 atoms, in Å:
C: -0.32930 -0.81689 -0.25145
C: -1.02237 -1.32764 1.03073
C: -2.47489 -1.12044 1.09735
C: -3.21448 -0.24124 0.41605
O: -2.75692 0.61466 -0.51822
C: -3.80290 1.36015 -1.11475
H: 0.70336 -1.18574 -0.29618
H: -0.83180 -1.13363 -1.17486
H: -0.29790 0.27710 -0.23957
H: -0.80271 -2.40584 1.19548
H: -0.54517 -0.85443 1.92744
H: -3.03367 -1.69203 1.83202
H: -4.30980 -0.18839 0.61357
H: -4.62136 0.69521 -1.42063
H: -4.19571 2.12754 -0.42935
H: -3.33016 1.82170 -1.99706
C: 3.30191 -2.29968 -0.88790
C: 3.39302 -1.14883 -0.53538
C: 3.31505 0.18523 -0.12370
C: 3.11704 1.31099 0.24669
C: 2.94246 2.71789 0.63188
H: 3.25726 -3.33310 -1.13693
H: 3.88018 3.26757 0.52192
H: 2.17408 3.18177 0.00224
H: 2.65545 2.78775 1.69063

Forces on the atoms, in the same order (eV/Å):
C 0.2755 -0.0839 0.2920
C 1.4466 -0.4160 0.2767
C -1.0796 0.5515 -0.0443
C -0.7980 -0.8107 0.9560
O -0.1948 0.2480 -0.0983
C 0.3500 0.2798 -0.5559
H -0.2651 0.1103 0.0695
H -0.0219 0.0291 0.3490
H 0.0055 -0.2179 -0.1396
H -0.1588 0.4805 -0.3118
H -0.2533 -0.1411 -0.6277
H 0.0414 -0.0139 -0.0710
H 0.8339 -0.0230 -0.1731
H 0.1330 0.1833 -0.0654
H 0.1465 -0.1540 -0.1878
H -0.5187 -0.0062 0.3340
C 0.2673 0.5539 0.3136
C -0.3368 0.1577 0.0328
C -0.0692 -0.8563 -0.2058
C 0.2295 0.4941 -0.0283
C -0.0445 -0.3353 0.1877
H 0.0146 0.0606 -0.0794
H -0.0814 -0.0658 -0.1135
H 0.1542 -0.0324 0.2263
H -0.0758 0.0078 -0.3358